# 1
A structure of composition C32H60AlBr2ClF4LiN5O10S at a distorted geometry, computed with ωB97M-V/def2-TZVPD.

Each line ends with the Löwdin charge.
Positions of all 117 atoms, in Å:
C1 -0.35793 5.18542 -4.37561  -0.1001
C2 -0.31187 4.58193 -2.91400  -0.2058
C3 -1.05788 3.18975 -2.83806  -0.1806
N1 -0.60212 2.52073 -1.59598  0.0495
C4 -0.36500 1.14576 -1.72438  -0.1917
N2 0.14473 0.52833 -2.81613  0.1411
C5 0.39073 -0.85323 -2.89379  -0.0330
C6 0.13862 -1.70389 -1.79785  0.0413
C7 -0.39746 -1.11051 -0.57242  -0.0240
C8 -0.66291 -2.05792 0.60072  -0.5159
O1 0.11931 -2.25990 1.47861  0.1242
O2 -1.92481 -2.68329 0.61857  -0.4445
Cl1 -1.70965 -4.40996 0.41413  0.6191
C9 -0.65024 0.30653 -0.55361  -0.0402
C10 -1.18753 0.91398 0.76170  -0.0959
C11 -0.13129 0.66115 1.92254  -0.1871
C12 0.59474 1.96490 2.40968  -0.1735
C13 2.17620 1.78356 2.44489  -0.1723
C14 2.86946 2.50630 1.24376  -0.1912
C15 2.53030 1.73745 -0.09096  -0.2535
C16 3.76262 1.20432 -0.93618  -0.5449
S1 3.21266 1.32186 -2.71617  0.9252
C17 3.85464 -0.04825 -3.66196  -0.6282
N3 3.03189 -0.61134 -4.55809  -0.0364
N4 3.73154 -1.64395 -5.12316  0.0066
C18 4.93598 -1.65304 -4.57485  -0.1425
O3 5.06875 -0.64986 -3.63353  0.0546
H1 0.65081 5.60295 -4.59098  0.0753
H2 -0.52932 4.39247 -5.14225  0.0667
H3 -1.08744 6.01578 -4.47824  0.0730
H4 0.74584 4.51356 -2.58950  0.1095
H5 -0.89277 5.27969 -2.26646  0.1127
H6 -0.93176 2.59133 -3.76470  0.0936
H7 -2.14632 3.43965 -2.77802  0.1284
H8 0.17081 3.01024 -1.14402  0.1126
H9 0.39306 1.06283 -3.64651  0.1412
H10 0.81623 -1.28270 -3.81863  0.1104
H11 0.38168 -2.77613 -1.90811  0.1266
H12 -1.30410 2.01899 0.68200  0.1079
H13 -2.19956 0.52817 1.02129  0.1265
H14 -0.69946 0.14236 2.76171  0.1040
H15 0.66087 -0.01911 1.54603  0.0722
H16 0.32317 2.87750 1.83989  0.0745
H17 0.30016 2.17151 3.47084  0.1090
H18 2.39485 0.69085 2.44736  0.1115
H19 2.56623 2.20234 3.39794  0.1175
H20 3.96520 2.61991 1.38910  0.0138
H21 2.47691 3.55001 1.15368  0.1086
H22 1.85349 0.87793 0.11486  0.0797
H23 1.98966 2.44183 -0.77464  0.0556
H24 3.92373 0.13557 -0.67761  0.0768
H25 4.79204 1.83143 -0.79571  -0.2566
H26 5.73278 -2.36823 -4.82931  0.1377
C19 -1.42412 -3.90337 4.70871  -0.0518
C20 0.05624 -3.91900 4.38334  -0.2202
O4 0.81777 -3.23978 5.40195  -0.0642
C21 1.03265 -3.97224 6.52757  -0.5915
O5 0.64251 -5.08765 6.68239  -0.1609
O6 1.70354 -3.21568 7.39280  -0.0121
C22 1.92401 -3.83713 8.66867  -0.0012
H27 -1.77288 -2.87684 4.88739  0.0698
H28 -2.00167 -4.33357 3.88998  0.0783
H29 -1.63291 -4.47439 5.61530  0.0716
H30 0.23562 -3.38006 3.45233  0.0855
H31 0.42547 -4.93588 4.24317  0.1386
H32 2.38204 -4.81853 8.55488  0.1084
H33 0.98208 -3.91450 9.21014  0.1066
H34 2.60128 -3.19710 9.23067  0.1052
O7 4.59364 -2.34730 6.59203  -0.0693
H35 3.72637 -2.73080 6.75499  -0.0037
H36 5.10616 -2.59104 7.36775  0.0436
F1 3.86404 0.13832 9.94640  -0.2324
Al1 3.97194 0.87471 8.37400  -0.0372
F2 2.41756 1.55333 7.94177  -0.2530
F3 4.40312 -0.33327 7.19927  -0.2211
F4 5.17021 2.12923 8.39656  -0.2257
Li1 0.28666 -1.23336 4.86585  0.8293
Br1 -0.45346 -7.28793 6.93803  -0.2964
C23 -3.49459 5.28157 4.11992  -0.0221
C24 -2.03439 5.50899 3.80350  -0.3309
C25 -1.71733 6.91131 3.36016  -0.0927
O8 -0.58111 6.71322 2.51526  0.0816
C26 -0.66515 5.45481 2.02268  -0.5479
O9 0.01562 5.03002 1.14199  0.1386
O10 -1.62787 4.73888 2.66301  0.0714
H37 -4.10941 5.38806 3.22391  0.0908
H38 -3.64802 4.26541 4.48648  0.0851
H39 -3.84656 5.98029 4.87941  0.0942
H40 -1.41408 5.20971 4.65321  0.1651
H41 -1.46782 7.56535 4.19384  0.1450
H42 -2.51470 7.37287 2.77094  0.1415
N5 -3.23432 -6.01093 -2.40489  0.3181
H43 -2.75381 -6.91366 -2.44594  0.1621
H44 -4.10550 -6.11175 -1.87730  0.1609
H45 -2.63111 -5.32451 -1.93628  0.0766
H46 -3.44417 -5.69203 -3.35443  0.1567
C27 -2.37715 -0.07957 -5.41130  -0.1087
C28 -1.59402 -1.18556 -6.09943  -0.2771
C29 -1.85261 -1.28916 -7.60120  -0.2177
C30 -3.29351 -1.62576 -7.99053  -0.2228
C31 -3.84057 -2.92589 -7.40161  -0.2764
C32 -3.07473 -4.16459 -7.85544  -0.1146
H47 -3.45419 -0.23925 -5.48214  0.0711
H48 -2.10170 -0.04613 -4.35390  0.0457
H49 -2.14470 0.89227 -5.85403  0.0797
H50 -1.81008 -2.14222 -5.61141  0.0927
H51 -0.52688 -0.99397 -5.94582  0.0967
H52 -1.17596 -2.03816 -8.02230  0.1062
H53 -1.57923 -0.34092 -8.07419  0.1158
H54 -3.35223 -1.67847 -9.08186  0.1146
H55 -3.95255 -0.80331 -7.69587  0.1035
H56 -4.88500 -3.03120 -7.70852  0.1061
H57 -3.84647 -2.87683 -6.30725  0.0878
H58 -3.09062 -4.25564 -8.94295  0.0805
H59 -3.53101 -5.06599 -7.43802  0.0622
H60 -2.03369 -4.13992 -7.52691  0.0643
Br2 6.18306 2.17895 0.22541  -0.0887

Results
Kohn-Sham gap = 1.85 eV
total energy = -8937.23529 hartree
max |F| = 3.6 eV/Å
LUMO energy = -3.9 eV
E_HOMO = -5.74 eV
charge = 0

# 2
A structure of composition C32H60BN5O8SSi4TeV, computed with ωB97M-V/def2-TZVPD.

Each line ends with the Mulliken spin population.
Positions of all 113 atoms, in Å:
V1 1.00946 -0.49609 0.06514  1.7596
C1 -3.24532 4.43235 -1.74488  0.0000
O1 -2.02730 4.98800 -1.25031  0.0003
C2 -0.96741 4.19847 -1.10127  -0.0022
C3 0.20047 4.81524 -0.63024  0.0006
C4 1.33666 4.07246 -0.46123  0.0095
C5 1.37346 2.68778 -0.71784  0.0244
C6 2.61286 1.94529 -0.52861  -0.0066
C7 3.92375 2.66201 -0.54003  -0.0006
O2 2.62234 0.71275 -0.35235  -0.0122
C8 0.18676 2.10828 -1.18070  0.0394
O3 0.18760 0.73994 -1.46388  -0.0300
C9 -0.97202 2.82753 -1.38053  -0.0279
H1 -3.94877 5.25665 -1.78723  0.0000
H2 -3.62106 3.66366 -1.06683  0.0000
H3 -3.10199 4.01953 -2.74484  0.0000
H4 0.17924 5.87412 -0.41623  0.0000
H5 2.22834 4.56171 -0.09568  0.0002
H6 4.01309 3.24109 0.38218  -0.0002
H7 4.00065 3.34891 -1.38168  0.0004
H8 4.72973 1.93408 -0.56359  0.0001
H9 -1.85408 2.32440 -1.74318  -0.0008
C10 4.41022 -4.49788 0.69836  -0.0009
O4 3.54948 -3.51643 1.30820  0.0034
C11 2.87464 -2.66371 0.58165  0.0081
O5 2.16073 -1.82980 1.14357  -0.0255
N1 2.96995 -2.71037 -0.76898  0.0021
N2 2.20675 -1.78130 -1.49407  -0.0004
H10 4.84757 -5.04698 1.52377  0.0000
H11 5.20163 -4.00967 0.12937  0.0002
H12 3.82875 -5.18027 0.07773  0.0002
H13 3.52904 -3.38991 -1.25947  -0.0003
H14 1.59996 -2.25380 -2.16091  0.0009
H15 2.82227 -1.15078 -2.00412  0.0019
O6 -0.28936 1.03905 2.23702  -0.0872
N3 0.29339 0.34506 1.31968  -0.6112
C12 4.14601 4.45834 5.24555  0.0000
Si1 3.61440 2.68705 5.43301  0.0010
C13 2.20291 2.50960 6.63709  -0.0010
C14 5.04298 1.58982 5.88889  -0.0001
Si2 0.47606 1.28028 3.84033  -0.0246
Te1 2.77171 1.97847 3.13893  0.0016
Si3 -0.97375 3.02396 4.51970  -0.0006
C15 -2.51548 2.79514 3.47057  -0.0048
C16 -1.45132 2.88458 6.32120  -0.0001
C17 -0.16974 4.65903 4.11091  -0.0003
Si4 0.39505 -0.88054 4.79925  0.0005
C18 2.10381 -1.62565 4.85859  -0.0026
C19 -0.38838 -0.81947 6.49573  -0.0003
C20 -0.69064 -1.86129 3.61893  -0.0094
H16 4.53647 4.83133 6.19570  0.0000
H17 3.31347 5.09511 4.94450  0.0000
H18 4.93632 4.55604 4.49986  0.0000
H19 2.55060 2.73559 7.64823  -0.0001
H20 1.80435 1.49247 6.65025  0.0003
H21 1.39141 3.20041 6.40352  0.0003
H22 5.50103 1.94947 6.81369  0.0000
H23 5.80771 1.59261 5.11152  0.0000
H24 4.72581 0.55864 6.04885  0.0000
H25 -2.96232 1.81091 3.63088  -0.0001
H26 -2.29386 2.90634 2.40804  0.0024
H27 -3.26068 3.54525 3.74576  -0.0005
H28 -2.04415 1.98595 6.49850  0.0001
H29 -2.07405 3.74357 6.58338  -0.0001
H30 -0.60239 2.87058 7.00413  0.0001
H31 0.10853 4.69667 3.05553  0.0000
H32 0.73510 4.83533 4.69477  0.0000
H33 -0.86392 5.47854 4.31166  0.0000
H34 2.76689 -1.05777 5.51474  -0.0001
H35 2.55257 -1.64682 3.86355  0.0007
H36 2.05164 -2.64839 5.23915  -0.0004
H37 0.24350 -0.30091 7.21855  0.0000
H38 -0.54320 -1.83392 6.86901  0.0000
H39 -1.35765 -0.31967 6.48010  0.0001
H40 -0.21044 -1.95019 2.63996  0.0103
H41 -1.67267 -1.39942 3.49290  0.0002
H42 -0.84733 -2.87202 4.00318  0.0000
C21 -4.67406 -1.86667 -0.71469  -0.0005
N4 -3.27069 -2.19213 -0.90951  0.0032
C22 -2.27592 -1.65116 -0.22514  0.0046
N5 -2.54195 -0.72880 0.68939  0.0012
S1 -0.67227 -2.19892 -0.55282  -0.0289
H43 -5.26683 -2.49297 -1.37374  0.0001
H44 -4.87101 -0.82160 -0.96274  0.0003
H45 -4.98115 -2.06744 0.31290  0.0003
H46 -3.01379 -2.86494 -1.61451  -0.0010
H47 -3.48714 -0.45194 0.89993  -0.0008
H48 -1.79615 -0.36744 1.26392  0.0047
C23 -0.46392 -3.87411 -7.46773  0.0000
C24 -1.86872 -3.35519 -7.16250  0.0001
C25 -2.39325 -2.61820 -8.40332  0.0000
C26 -2.77409 -4.55617 -6.85662  0.0000
C27 -1.88067 -2.39981 -5.96876  0.0003
C28 -3.09644 -1.83965 -5.55377  0.0000
C29 -3.20100 -0.95051 -4.48992  -0.0002
C30 -2.02942 -0.63842 -3.84149  0.0018
O7 -1.82984 0.21031 -2.75213  0.0052
B1 -0.48299 0.11485 -2.51779  -0.0178
O8 0.19059 -0.68842 -3.40855  0.0099
C31 -0.82456 -1.18054 -4.23264  -0.0006
C32 -0.71083 -2.05934 -5.28437  0.0006
H49 -0.50906 -4.55139 -8.32030  0.0000
H50 -0.04629 -4.43359 -6.62773  0.0000
H51 0.22059 -3.06506 -7.72965  0.0000
H52 -2.38533 -3.28845 -9.26352  0.0000
H53 -1.76732 -1.75588 -8.63775  0.0000
H54 -3.41602 -2.26747 -8.26566  0.0000
H55 -2.77196 -5.24590 -7.70143  0.0000
H56 -3.80629 -4.25303 -6.68016  0.0000
H57 -2.42092 -5.09694 -5.97628  0.0000
H58 -3.99969 -2.09486 -6.09050  0.0000
H59 -4.14844 -0.51484 -4.20354  0.0000
H60 0.25387 -2.45056 -5.57095  0.0000

Results
spin multiplicity = 2
Kohn-Sham gap (spin up / spin down) = 6.79 / 6.79 eV
total energy = -4923.98110 hartree
max |F| = 0.3 eV/Å
expectation value of S² = 1.08
LUMO energy (spin up / spin down) = -5.0 / -5.0 eV
E_HOMO (spin up / spin down) = -11.79 / -11.79 eV
relative energy (zero: lowest compared OMol25 entry of this formula, charge and spin) = 0.000 eV
charge = +2

# 3
A structure of composition C32H60N2OP3Sn at a distorted geometry, computed with ωB97M-V/def2-TZVPD.

Each line ends with the Löwdin charge.
Positions of all 99 atoms, in Å:
C1 2.77810 -1.22073 1.18481  -0.3655
C2 1.58279 0.45324 2.34825  -0.3494
C3 3.70652 -1.33070 2.21832  -0.0655
C4 2.43486 0.26337 3.47332  -0.0389
C5 3.48508 -0.62746 3.40848  -0.0673
H1 4.57196 -1.97785 2.07855  0.1080
H2 2.26515 0.89611 4.34393  0.1141
H3 4.14801 -0.76647 4.26002  0.1110
N1 1.67969 -0.45693 1.30760  -0.0947
P1 1.56498 -2.29143 -1.15582  0.9984
P2 -0.50077 2.32118 1.35566  1.0037
C6 3.05046 -1.93163 -0.14642  -0.2536
H4 3.73136 -1.31468 -0.76013  0.0880
H5 3.59727 -2.86319 0.06079  0.0811
C7 0.75858 1.60382 2.34492  -0.3259
H6 0.83149 2.13761 3.30386  0.0600
C8 -0.01825 4.20768 1.64732  -0.6388
C9 -2.20983 1.99116 2.20782  -0.6841
C10 2.02887 -2.14867 -3.00385  -0.6671
C11 1.10017 -4.00961 -0.53832  -0.6756
C12 -0.33349 4.82180 0.27649  -0.1175
H7 -1.41349 4.85476 0.07328  0.0812
H8 0.06094 5.84807 0.23127  0.0918
H9 0.14480 4.23120 -0.51653  0.0257
C13 -0.73332 4.97655 2.76555  -0.0919
H10 -1.82171 5.03998 2.66314  0.0603
H11 -0.48960 4.59732 3.76688  0.0794
H12 -0.36119 6.01396 2.72585  0.0924
C14 1.48533 4.28887 1.92302  -0.1178
H13 1.81698 5.32841 1.77903  0.0926
H14 1.74896 3.99794 2.94723  0.0869
H15 2.03823 3.64681 1.22889  0.0328
C15 -3.22867 2.96497 1.58971  -0.0928
H16 -3.31196 2.81581 0.50237  0.0548
H17 -4.21433 2.77098 2.03899  0.0932
H18 -2.98708 4.01876 1.77290  0.0504
C16 -2.63438 0.55251 1.86607  -0.1685
H19 -2.67884 0.40595 0.77509  -0.0250
H20 -1.96181 -0.19787 2.30057  0.0663
H21 -3.64569 0.37037 2.26553  0.0972
C17 -2.10134 2.12889 3.72440  -0.0948
H22 -1.86645 3.14944 4.04666  0.0573
H23 -3.07887 1.86174 4.15460  0.0884
H24 -1.34909 1.44165 4.13203  0.0777
C18 -0.11784 -4.49805 -1.34080  -0.0843
H25 -0.34383 -5.52710 -1.02029  0.1010
H26 -1.01179 -3.88538 -1.14693  0.0373
H27 0.07269 -4.52411 -2.42314  0.0689
C19 0.71540 -3.89566 0.95118  -0.0785
H28 1.54389 -3.50213 1.55501  0.0845
H29 -0.17927 -3.27189 1.10436  0.0359
H30 0.48581 -4.90882 1.31714  0.1049
C20 2.25348 -5.01909 -0.66099  -0.0745
H31 1.88264 -5.98677 -0.28700  0.1001
H32 2.58416 -5.16482 -1.69590  0.0642
H33 3.11809 -4.74310 -0.04451  0.0789
C21 3.07768 -1.03649 -3.18753  -0.0999
H34 4.08973 -1.37635 -2.92528  0.0933
H35 3.09733 -0.73637 -4.24785  0.1023
H36 2.83640 -0.14389 -2.59531  0.0398
C22 0.75319 -1.75308 -3.76693  -0.1011
H37 0.35148 -0.79188 -3.41715  0.0551
H38 0.99585 -1.63792 -4.83399  0.0997
H39 -0.04051 -2.50777 -3.68826  0.0701
C23 2.59014 -3.45735 -3.57900  -0.0888
H40 3.51186 -3.77132 -3.07139  0.0878
H41 1.86565 -4.28260 -3.56468  0.0731
H42 2.85031 -3.27728 -4.63470  0.0988
Sn1 -0.01552 -0.45612 -0.21923  0.9517
C24 -2.36004 -2.43358 0.28188  -0.0670
O1 -3.31558 -2.78808 0.79544  0.0985
N2 1.20735 1.31808 -0.81052  0.0376
C25 1.75003 2.37329 -0.71104  -0.0516
C26 2.62878 3.31760 -1.57627  -0.5574
C27 3.36039 4.35939 -0.74918  -0.0572
C28 3.68148 2.46997 -2.27910  -0.0483
C29 1.73399 3.99826 -2.60739  -0.0329
H43 2.67563 5.08074 -0.29760  0.0718
H44 3.95561 3.87744 0.03242  0.1033
H45 4.04874 4.92692 -1.38751  0.1023
H46 3.22999 1.82658 -3.04218  0.0743
H47 4.40785 3.12388 -2.77777  0.1032
H48 4.23034 1.84412 -1.56236  0.1023
H49 2.36108 4.48302 -3.36529  0.1062
H50 1.08733 3.26327 -3.10974  0.0865
H51 1.09764 4.76765 -2.15750  0.0785
C30 -4.03803 0.97812 -1.50668  -0.2793
P3 -2.41695 0.21513 -1.91896  0.7065
C31 -2.95816 -1.25169 -2.88658  -0.2880
C32 -1.87087 1.35275 -3.26037  -0.2756
H52 -4.79098 0.67253 -2.24828  0.0525
H53 -3.94968 2.07279 -1.51990  0.0356
H54 -4.38371 0.66555 -0.51415  0.0318
H55 -3.88226 -1.66054 -2.45713  0.0472
H56 -3.13688 -0.95541 -3.93059  0.0453
H57 -2.18381 -2.03055 -2.86584  0.0080
H58 -2.06470 0.90043 -4.24395  0.0417
H59 -2.42192 2.30129 -3.17755  0.0445
H60 -0.79650 1.56406 -3.15716  0.0012

Results
Kohn-Sham gap = 5.67 eV
total energy = -2678.13197 hartree
max |F| = 5.1 eV/Å
LUMO energy = -2.9 eV
E_HOMO = -8.61 eV
charge = +1

charge of number 2 (C32H60BN5O8SSi4TeV)? +2

What is the formula in the second record? C32H60BN5O8SSi4TeV

The highest total energy belongs to which entry? C32H60N2OP3Sn

The lowest total energy belongs to which entry? C32H60AlBr2ClF4LiN5O10S